# 1
9
Properties=species:S:1:pos:R:3:forces:R:3 method="wB97M-V/def2-TZVPD" homo_lumo_gap_ha=0.31429 homo_ev=-9.4 charge=0 e_tot_ha=-267.05596
C -0.6667 -0.2284 -0.9886 -0.03 0.43 -0.03
C 0.1704 -0.2282 0.1393 -0.19 -0.06 -0.21
O 0.6209 -1.4091 0.3696 -0.08 0.02 -0.08
C 0.5127 0.8743 1.1003 -0.22 0.36 0.07
O -0.1335 1.8895 1.1641 0.31 -0.46 0.01
H -0.2845 -1.5908 -0.5188 0.22 -0.18 0.14
H -0.1393 -0.4716 -1.9136 -0.03 -0.09 0.15
H -1.4605 0.5033 -1.1055 0.11 -0.08 0.01
H 1.3806 0.6610 1.7532 -0.07 0.06 -0.06



# 2
9
Properties=species:S:1:pos:R:3:forces:R:3 method="wB97M-V/def2-TZVPD" homo_lumo_gap_ha=0.37151 homo_ev=-9.7 charge=0 smiles="O=C/C=C/O" e_tot_ha=-267.13527
C 0.5146 -0.2055 -0.1934 1.00 1.98 -1.73
C 1.8396 -0.5857 0.2539 -0.23 -2.02 1.34
C -0.5924 -0.7322 0.3113 1.81 -2.38 1.88
O 2.8349 -0.1790 -0.2657 1.08 0.65 -0.42
O -1.8036 -0.7236 -0.1316 -2.56 1.48 -4.24
H 0.6485 0.5505 -1.0732 -0.98 -1.47 1.54
H 1.9550 -1.4370 1.0442 -0.54 1.20 -0.69
H -0.5429 -1.4866 1.1745 0.28 1.40 -1.00
H -1.8406 -0.3793 -1.1329 0.14 -0.83 3.32



# 3
9
Properties=species:S:1:pos:R:3:forces:R:3 method="wB97M-V/def2-TZVPD" homo_lumo_gap_ha=0.36899 homo_ev=-9.9 charge=0 e_tot_ha=-267.04457
C 0.2137 0.1941 -0.0819 -7.73 5.30 0.12
C 1.3344 -0.3086 0.0057 6.53 -8.97 0.47
C -1.0961 -0.5109 -0.0519 -1.20 10.23 0.05
H -1.0667 2.0268 0.0291 4.84 -3.40 -0.33
H 2.3321 0.0330 0.1530 0.12 0.90 -0.10
H 1.4066 -1.6581 0.0040 -0.55 4.32 -0.08
H -1.0117 -1.4187 -0.0553 0.40 -10.62 -0.08
O 0.0478 1.5551 -0.0283 -3.51 2.83 0.08
O -2.1601 0.0874 0.0255 1.10 -0.57 -0.13